{
  "formula": "C4H7O2Rb",
  "method": "ωB97M-V/def2-TZVPD",
  "homo_energy_ev": -5.646,
  "gap_ev": 5.4003,
  "lumo_ev": -0.2,
  "max_force_ev_per_a": 0.93,
  "e_above_lowest_kj_mol": 74.0,
  "elements": ["H", "O", "C", "C", "C", "C", "O", "Rb", "H", "H", "H", "H", "H", "H"],
  "xyz": [[1.79, -4.99, 0.26], [1.87, 0.06, -1.77], [0.64, 0.17, -1.21], [0.30, 1.23, -0.47], [-1.06, 1.39, 0.15], [-1.24, 0.61, 1.42], [-0.70, -0.45, 1.65], [0.48, -3.28, 1.87], [1.95, -0.76, -2.26], [-0.05, -0.65, -1.41], [1.03, 2.02, -0.31], [-1.88, 1.13, -0.54], [-1.23, 2.45, 0.44], [-1.90, 1.07, 2.20]]
}

---

{
  "formula": "C4H7O2S",
  "method": "ωB97M-V/def2-TZVPD",
  "homo_energy_ev": -4.326,
  "total_charge": -1,
  "gap_ev": 7.9115,
  "lumo_ev": 3.6,
  "max_force_ev_per_a": 2.81,
  "e_above_lowest_kj_mol": 11.2,
  "smiles": "CC(C)(S)C(=O)[O-]",
  "elements": ["C", "C", "C", "S", "C", "O", "O", "H", "H", "H", "H", "H", "H", "H"],
  "xyz": [[0.28, -0.08, 1.20], [-0.54, 0.26, 0.00], [0.37, 0.06, -1.15], [-1.23, 1.91, 0.19], [-1.76, -0.77, -0.11], [-2.90, -0.23, -0.15], [-1.48, -1.96, -0.19], [0.91, 0.70, 1.46], [0.95, -1.00, 1.04], [-0.32, -0.29, 2.06], [1.17, 0.79, -1.02], [-0.22, 0.29, -2.12], [0.74, -0.95, -0.96], [-2.50, 1.55, -0.01]]
}

---

{
  "formula": "C4H7O3",
  "method": "ωB97M-V/def2-TZVPD",
  "homo_energy_ev": -4.613,
  "total_charge": -1,
  "gap_ev": 8.8022,
  "lumo_ev": 4.2,
  "max_force_ev_per_a": 3.96,
  "e_above_lowest_kj_mol": 84.8,
  "elements": ["C", "C", "O", "H", "H", "H", "H", "O", "C", "O", "C", "H", "H", "H"],
  "xyz": [[0.96, -2.96, -1.52], [0.83, -1.67, -1.12], [0.70, -1.27, 0.15], [1.42, -3.08, -2.51], [0.68, -3.76, -0.87], [0.93, -0.89, -1.87], [0.42, -0.27, 0.10], [-1.48, 2.30, -0.60], [-0.73, 1.84, 0.21], [0.40, 1.20, 0.00], [-0.98, 2.10, 1.79], [-1.43, 1.19, 2.20], [-0.03, 2.37, 2.21], [-1.68, 2.90, 1.82]]
}

---

{
  "formula": "C4H7O3P",
  "method": "ωB97M-V/def2-TZVPD",
  "homo_energy_ev": [3.810, -1.684],
  "total_charge": -2,
  "gap_ev": [2.9802, 6.6532],
  "lumo_ev": [6.8, 5.0],
  "max_force_ev_per_a": 5.85,
  "spin_multiplicity": 3,
  "e_above_lowest_kj_mol": 0.0,
  "s_squared": 2.01,
  "elements": ["C", "C", "C", "C", "O", "O", "O", "P", "H", "H", "H", "H", "H", "H", "H"],
  "xyz": [[-0.19, 0.08, -1.59], [0.15, 1.36, -0.91], [-0.11, 0.14, -0.04], [-1.50, 0.29, 0.80], [2.04, -2.04, -0.13], [2.36, -0.49, 1.87], [0.60, -2.31, 1.91], [1.49, -1.42, 1.06], [-1.07, -0.16, -2.09], [0.75, -0.42, -1.95], [1.19, 1.45, -1.01], [-0.49, 2.22, -0.87], [-2.07, 0.97, 0.23], [-1.27, 0.93, 1.73], [-1.87, -0.62, 0.99]]
}

---

{
  "formula": "C4H7O3S",
  "method": "ωB97M-V/def2-TZVPD",
  "homo_energy_ev": [-3.083, -3.079],
  "total_charge": -1,
  "gap_ev": [6.6314, 6.6274],
  "lumo_ev": [3.5, 3.5],
  "max_force_ev_per_a": 3.88,
  "e_above_lowest_kj_mol": 207.9,
  "elements": ["C", "C", "C", "C", "O", "O", "O", "S", "H", "H", "H", "H", "H", "H", "H"],
  "xyz": [[-0.12, -1.20, 1.17], [-0.17, 0.08, -1.92], [-0.89, -0.02, 1.21], [0.62, 0.45, -0.76], [1.01, -1.29, 1.86], [-0.49, -2.15, 0.44], [-0.58, 1.09, 1.86], [1.09, 2.02, -0.40], [0.30, -0.53, -2.63], [-0.37, 1.04, -2.56], [-1.18, -0.37, -1.59], [-1.77, -0.15, 0.47], [1.32, -0.28, -0.36], [-0.11, 1.78, 1.17], [1.35, -0.46, 2.04]]
}

---

{
  "formula": "C4H7O4P",
  "method": "ωB97M-V/def2-TZVPD",
  "homo_energy_ev": 0.312,
  "total_charge": -2,
  "gap_ev": 6.0939,
  "lumo_ev": 6.4,
  "max_force_ev_per_a": 3.87,
  "e_above_lowest_kj_mol": 141.3,
  "elements": ["C", "C", "C", "C", "O", "O", "O", "O", "P", "H", "H", "H", "H", "H", "H", "H"],
  "xyz": [[-0.24, -1.12, 0.72], [-0.29, -0.49, -0.42], [1.06, -0.08, -0.96], [-1.92, 1.82, -0.19], [-0.17, 2.09, -2.43], [-2.69, 2.81, -2.27], [-2.13, 0.40, -2.53], [-1.50, 2.55, 0.68], [-1.61, 1.77, -2.07], [-1.14, -1.48, 1.13], [0.66, -1.17, 1.39], [1.41, 0.68, -0.40], [1.03, 0.19, -1.99], [1.80, -0.85, -0.89], [-2.97, 1.58, -0.16], [-1.03, -0.31, -1.23]]
}

---

{
  "formula": "C4H7O4Sc",
  "method": "ωB97M-V/def2-TZVPD",
  "homo_energy_ev": [-11.974, -14.081],
  "total_charge": 1,
  "gap_ev": [6.9291, 8.8232],
  "lumo_ev": [-5.0, -5.3],
  "max_force_ev_per_a": 3.96,
  "spin_multiplicity": 2,
  "e_above_lowest_kj_mol": 20.8,
  "s_squared": 0.75,
  "elements": ["O", "C", "C", "O", "C", "Sc", "H", "H", "H", "H", "H", "H", "H", "O", "C", "O"],
  "xyz": [[-0.44, -0.34, 1.36], [-1.08, -1.55, 1.10], [-1.93, -1.42, -0.16], [-2.69, -0.22, -0.03], [-3.63, -0.01, -1.07], [-1.59, 1.32, 1.10], [-1.72, -1.87, 1.94], [-0.36, -2.37, 0.94], [-2.62, -2.28, -0.28], [-1.30, -1.33, -1.06], [-4.37, -0.82, -1.09], [-4.13, 0.95, -0.88], [-3.11, 0.04, -2.05], [1.23, 1.27, -0.02], [1.58, 0.17, 0.27], [2.33, -0.73, 0.19]]
}

---

{
  "formula": "C4H7OP",
  "method": "ωB97M-V/def2-TZVPD",
  "homo_energy_ev": -8.752,
  "gap_ev": 8.8350,
  "lumo_ev": 0.1,
  "max_force_ev_per_a": 3.36,
  "e_above_lowest_kj_mol": 349.0,
  "elements": ["C", "C", "C", "C", "O", "P", "H", "H", "H", "H", "H", "H", "H"],
  "xyz": [[1.82, 0.94, -1.15], [0.29, 0.89, 1.72], [0.81, 0.11, -0.77], [0.04, 0.40, 0.47], [-1.44, -0.58, 0.66], [-1.95, -1.53, -0.62], [2.42, 0.75, -2.04], [2.22, 1.64, -0.50], [-0.62, 0.72, 2.27], [1.21, 1.28, 2.14], [0.50, -0.65, -1.55], [-3.27, -1.16, -0.74], [-2.02, -2.81, 0.10]]
}

---

{
  "formula": "C4H7OP",
  "method": "ωB97M-V/def2-TZVPD",
  "homo_energy_ev": -9.055,
  "gap_ev": 10.1245,
  "lumo_ev": 1.1,
  "max_force_ev_per_a": 2.89,
  "e_above_lowest_kj_mol": 155.8,
  "smiles": "C1OCP2C[C@H]12",
  "elements": ["C", "O", "C", "P", "C", "C", "H", "H", "H", "H", "H", "H", "H"],
  "xyz": [[0.61, -0.79, 0.84], [-0.62, -1.22, 0.36], [-1.59, -0.28, 0.16], [-0.73, 1.42, -0.04], [0.69, 0.74, -1.25], [0.94, 0.57, 0.21], [1.30, -1.59, 0.70], [0.51, -0.56, 1.90], [-2.10, -0.54, -0.80], [-2.18, -0.26, 1.13], [1.19, 1.37, -1.94], [0.30, -0.04, -1.92], [1.69, 1.18, 0.64]]
}

---

{
  "formula": "C4H7OP",
  "method": "ωB97M-V/def2-TZVPD",
  "homo_energy_ev": -8.618,
  "gap_ev": 9.3574,
  "lumo_ev": 0.7,
  "max_force_ev_per_a": 1.11,
  "e_above_lowest_kj_mol": 219.1,
  "smiles": "[H]/P=C\\OCC=C",
  "elements": ["H", "P", "C", "O", "C", "C", "C", "H", "H", "H", "H", "H", "H"],
  "xyz": [[-2.20, -1.12, 2.85], [-1.72, 0.13, 3.25], [-0.84, 0.39, 1.82], [-0.80, -0.44, 0.76], [0.38, -0.43, -0.05], [0.20, -0.20, -1.54], [1.07, 0.51, -2.23], [-0.25, 1.30, 1.73], [0.83, -1.43, 0.08], [1.08, 0.32, 0.35], [-0.65, -0.67, -1.99], [0.98, 0.66, -3.29], [1.93, 0.96, -1.75]]
}

---

{
  "formula": "C4H7OPS2",
  "method": "ωB97M-V/def2-TZVPD",
  "homo_energy_ev": -8.842,
  "gap_ev": 8.4890,
  "lumo_ev": -0.4,
  "max_force_ev_per_a": 3.26,
  "e_above_lowest_kj_mol": 238.6,
  "elements": ["C", "C", "C", "C", "O", "P", "S", "S", "H", "H", "H", "H", "H", "H", "H"],
  "xyz": [[1.48, -0.16, -0.59], [1.05, 1.21, -0.10], [0.57, -1.24, -0.10], [-1.57, 0.72, 0.34], [-3.60, -0.61, 1.13], [-3.26, 0.12, -0.08], [-0.60, 1.88, -0.45], [-1.18, -1.22, -0.78], [1.50, -0.31, -1.62], [2.41, -0.48, -0.25], [1.25, 1.09, 0.91], [1.75, 2.08, -0.40], [0.95, -2.35, -0.32], [0.33, -1.22, 0.92], [-1.07, 0.49, 1.37]]
}

---

{
  "formula": "C4H7OS",
  "method": "ωB97M-V/def2-TZVPD",
  "homo_energy_ev": -11.979,
  "total_charge": 1,
  "gap_ev": 4.2550,
  "lumo_ev": -7.7,
  "max_force_ev_per_a": 3.90,
  "e_above_lowest_kj_mol": 313.7,
  "elements": ["C", "C", "C", "C", "O", "S", "H", "H", "H", "H", "H", "H", "H"],
  "xyz": [[1.46, 0.55, 0.43], [1.80, 1.35, -0.45], [0.59, -0.74, 0.61], [-0.51, -0.66, -0.37], [-1.41, 0.39, -0.24], [-2.94, 0.14, 0.13], [2.03, 0.33, 1.37], [1.84, 1.84, -1.38], [1.33, -1.52, 0.28], [0.40, -0.97, 1.64], [-0.17, -0.62, -1.42], [-1.03, -1.58, -0.25], [-3.39, 1.48, -0.35]]
}